Record 1
Molecular formula: C8H11NO4S
Method: DFT, wB97M-V/def2-TZVPD

Calculated values
- lowest unoccupied orbital energy (eV) = -0.389
- structure (SMILES) = CC1(C)SC=CC(=O)N(O)[C@H]1C(=O)O
- strongest force on any atom (hartree/bohr) = 0.127
- ΔE to the lowest compared entry with this formula, charge and spin (kcal per mole) = 90.7

Positions of all 25 atoms, in Å:
H (-1.783, 0.340, -1.436)
O (0.280, -1.623, 2.796)
O (2.376, -0.974, 2.405)
H (-1.338, -2.477, -0.148)
H (0.868, -1.670, 0.237)
C (-0.594, 2.514, 1.174)
H (2.872, -0.649, 1.652)
O (2.466, 1.966, -0.751)
C (1.689, 1.507, 0.074)
C (-0.697, -0.337, 0.271)
H (-0.884, 3.338, 1.742)
S (-1.608, 1.020, 1.196)
H (1.145, 3.393, 0.888)
H (-0.238, 0.970, -1.440)
C (-0.793, 0.133, -1.190)
O (2.555, -0.433, -1.005)
C (1.101, -1.059, 2.097)
H (-0.555, -0.871, -1.714)
H (-2.457, -1.173, 0.606)
H (2.647, 0.372, -1.563)
C (0.753, 2.396, 0.856)
N (1.897, 0.005, 0.078)
H (-1.250, -1.860, 1.618)
C (-1.506, -1.571, 0.544)
C (0.750, -0.699, 0.636)

Record 2
Molecular formula: C29H62Br3ClN7O11
Method: DFT, wB97M-V/def2-TZVPD

Calculated values
- lowest unoccupied orbital energy (spin up / spin down) (eV) = 1.651 / 1.222
- strongest force on any atom (hartree/bohr) = 0.096
- total charge = -1
- spin multiplicity = 3

Positions of all 113 atoms, in Å:
C (-2.920, -2.024, -1.834)
H (-2.966, -2.373, -2.870)
C (7.264, 2.959, 1.083)
O (4.986, 0.012, 0.608)
H (6.931, 4.899, -0.091)
H (-5.957, -0.633, -3.613)
C (0.222, -3.046, 3.366)
H (0.451, -1.334, -2.636)
O (-6.887, -3.488, -0.924)
C (-6.045, -1.615, -3.151)
H (-1.851, 2.739, 2.728)
C (2.484, -3.126, -1.103)
H (7.683, 0.894, -0.799)
C (7.808, 0.642, 0.256)
O (-0.486, 0.450, 2.533)
C (4.960, 2.064, -0.629)
C (-4.586, -4.601, -2.562)
Cl (-0.408, 0.431, 1.105)
H (0.490, -2.455, -0.687)
H (-4.497, -4.522, 0.877)
H (-6.377, -0.500, -0.100)
H (0.441, 2.118, -3.552)
H (1.822, 1.247, -3.087)
C (-3.082, -3.266, -0.970)
C (-2.844, 2.956, -0.581)
H (6.474, 1.637, -2.127)
C (3.418, 2.210, -0.593)
C (-3.607, 4.267, -0.696)
C (1.008, -3.404, -0.829)
C (0.164, 0.110, -3.983)
N (-0.330, -1.511, 5.122)
H (-5.264, -5.758, -0.215)
H (-5.529, -5.139, -2.633)
H (7.954, 1.030, 3.006)
H (-5.482, -2.248, -3.841)
H (-3.728, -5.241, -2.771)
H (4.736, 4.200, 0.066)
Br (-4.191, -1.365, 5.453)
H (2.319, -1.370, -0.106)
H (-3.748, -5.671, -0.452)
N (2.951, -2.003, -0.556)
H (2.965, 2.790, 0.210)
H (0.943, 4.688, 3.386)
H (6.633, -0.057, 2.658)
C (-1.140, 4.676, 3.236)
O (0.779, -0.166, 0.647)
H (-3.055, 2.183, -1.323)
O (-1.470, -0.367, 0.563)
N (-4.224, 4.529, -1.858)
H (6.177, 1.447, 3.147)
O (-0.013, -3.639, 5.685)
N (5.445, 1.322, 0.586)
C (-4.514, -4.968, -0.114)
H (1.172, -3.560, 3.229)
H (-4.064, -0.445, -0.681)
H (-3.992, -0.075, -2.163)
H (0.532, -3.940, -1.646)
H (-2.814, -2.920, 0.031)
H (8.837, 0.924, 0.476)
N (-2.017, 3.729, 2.824)
H (-4.424, 5.501, -2.037)
H (-7.524, -0.878, -1.392)
H (-4.476, -3.864, -3.357)
C (-6.515, -0.527, -1.184)
H (-2.632, -1.042, 3.641)
H (-2.881, 4.023, 2.391)
H (-4.322, 3.840, -2.584)
N (-5.581, -2.889, -0.885)
H (0.286, -2.063, 2.899)
H (-0.238, -0.879, 4.340)
H (2.898, 1.252, -0.624)
C (6.830, 1.513, 1.068)
H (5.388, 0.299, -1.990)
H (-2.932, 2.547, 0.420)
C (6.821, 3.816, -0.143)
H (0.388, 3.123, 3.472)
H (-0.219, -1.869, -4.151)
H (8.352, 2.880, 1.087)
C (-0.138, -2.795, 4.803)
Br (-3.483, -3.348, 3.119)
N (0.252, -1.163, -3.611)
H (1.154, -3.923, 0.120)
H (-1.862, 3.294, -0.913)
O (3.111, -3.798, -1.898)
H (3.893, -1.763, -0.291)
O (-0.350, 1.799, 0.691)
H (3.121, 2.759, -1.489)
O (-1.298, 5.844, 2.920)
H (0.043, 4.248, 4.921)
H (7.620, -0.430, 0.253)
H (0.351, 1.112, -2.066)
O (-3.483, 5.142, 0.172)
C (-4.510, -3.870, -1.167)
H (-2.268, -3.944, -1.229)
C (0.135, 4.116, 3.844)
H (-1.978, -1.478, -1.812)
H (4.820, 1.711, -2.775)
H (-7.097, -1.898, -3.171)
Br (-4.612, -0.357, 2.269)
H (-0.480, -1.263, 6.086)
C (5.431, 1.387, -1.931)
O (-0.372, 0.325, -5.056)
C (-3.632, -1.466, 3.628)
C (5.385, 3.596, -0.566)
C (-5.526, -1.650, -1.708)
H (5.348, 3.958, -1.594)
C (6.965, 0.977, 2.555)
H (-6.245, 0.448, -1.581)
C (0.734, 1.177, -3.086)
H (6.991, 3.384, 2.050)
H (7.501, 3.447, -0.915)
C (-4.127, -1.012, -1.616)
H (-0.577, -3.674, 2.971)

Record 3
Molecular formula: C27H35Br33NO6PS
Method: DFT, wB97M-V/def2-TZVPD

Calculated values
- lowest unoccupied orbital energy (eV) = -0.579
- strongest force on any atom (hartree/bohr) = 0.126

Positions of all 104 atoms, in Å:
H (5.342, -6.412, 1.421)
C (1.752, 12.357, 2.376)
C (-0.098, 8.632, -0.070)
Br (-6.811, -1.993, 3.651)
Br (1.374, 9.701, -0.746)
Br (6.878, -7.957, 0.220)
Br (6.708, -4.969, 5.603)
H (4.635, -0.276, -3.463)
Br (2.472, 13.629, 1.100)
C (8.403, -4.080, 5.917)
Br (2.123, -3.990, 0.641)
C (1.298, -0.587, -2.014)
Br (5.664, -5.121, -0.681)
C (2.685, -3.313, 2.372)
H (-2.101, 0.373, 0.358)
Br (7.515, -5.318, 1.938)
H (2.376, -2.653, -3.686)
H (-3.021, 8.092, -8.120)
H (1.484, 11.460, 1.817)
C (1.265, -8.052, 0.516)
Br (-6.529, 1.004, -2.185)
C (-2.952, -9.741, 3.245)
O (0.264, -1.559, -2.415)
Br (-2.537, -5.575, 6.099)
Br (3.075, 11.829, 3.693)
P (3.073, -1.200, -1.717)
O (0.518, 3.285, 1.057)
Br (-6.935, -1.660, -3.941)
O (-2.225, -1.290, -1.700)
H (2.431, 1.676, -1.031)
C (4.364, 0.048, -2.393)
H (2.259, 5.103, -1.724)
C (3.247, -2.693, -2.920)
Br (8.736, -3.809, 7.809)
Br (3.178, -8.365, 0.593)
C (-2.103, 7.606, -7.791)
Br (3.594, -4.671, 3.418)
Br (-3.515, -8.638, 1.751)
Br (-3.976, -0.473, -3.472)
H (-1.018, 9.117, -0.395)
C (0.735, 2.918, -0.145)
C (-3.140, -1.399, 1.614)
O (-1.713, -0.111, -3.721)
Br (-0.335, -4.286, 4.145)
C (6.226, -6.228, 0.810)
H (-3.413, -2.238, 2.374)
O (-1.904, -0.812, 2.090)
H (1.781, -3.043, 2.917)
C (1.510, 1.535, -0.363)
H (-1.923, 3.097, -1.222)
H (-3.984, 0.683, 1.517)
C (-1.884, 4.756, -2.871)
Br (-3.461, -4.111, 3.397)
S (-1.110, -0.561, -2.384)
H (1.142, 6.702, -3.698)
Br (-0.131, 8.596, 1.871)
Br (-2.125, 7.605, -5.849)
H (1.077, -7.445, -0.369)
H (1.621, -0.191, -4.031)
H (-9.204, -2.294, 3.045)
Br (9.873, -5.004, 5.051)
H (-4.952, -0.571, 0.595)
H (8.334, -3.093, 5.462)
Br (0.271, -9.702, 0.294)
Br (0.127, 13.012, 3.209)
C (-0.984, 5.799, -3.601)
Br (-2.305, -11.474, 2.659)
Br (-0.097, 6.843, -0.831)
H (0.847, -0.597, 1.212)
C (-5.866, -0.060, -3.668)
H (-3.031, -1.950, 0.600)
C (0.511, 5.911, -3.145)
Br (3.750, -1.700, 2.209)
H (-0.160, -1.680, 0.109)
H (-0.943, 0.992, 1.644)
C (-8.639, -1.416, 3.356)
Br (-1.659, -8.829, 4.366)
Br (0.640, -7.034, 2.044)
H (-1.465, 6.453, -4.413)
Br (-9.461, -0.763, 4.988)
H (-5.971, 0.548, -4.566)
C (1.155, 4.977, -2.003)
H (1.925, 1.230, 0.675)
C (-1.254, 3.878, -1.750)
C (-4.404, -0.393, 1.602)
Br (-0.626, 8.649, -8.492)
C (0.242, 3.913, -1.287)
Br (-2.122, 5.806, -8.512)
Br (-8.763, -0.122, 1.917)
H (-2.222, -3.220, 5.362)
H (-2.997, 4.568, -3.104)
O (-0.580, 0.854, -1.614)
C (0.573, 0.315, -0.849)
H (1.894, 1.157, -3.064)
H (3.303, -3.694, -2.374)
C (0.022, -0.588, 0.396)
H (4.205, -2.580, -3.561)
H (-3.834, -9.922, 3.858)
H (-5.125, -0.531, 2.475)
N (1.285, 0.339, -3.211)
C (-1.291, 0.033, 1.088)
H (3.976, 1.120, -2.460)
C (-2.148, -4.165, 4.825)
H (5.308, 0.004, -1.748)

Record 4
Molecular formula: C16H16N2O3S2
Method: DFT, wB97M-V/def2-TZVPD

Calculated values
- lowest unoccupied orbital energy (eV) = 0.263
- strongest force on any atom (hartree/bohr) = 0.030
- ΔE to the lowest compared entry with this formula, charge and spin (kcal per mole) = 64.9

Positions of all 39 atoms, in Å:
N (-1.210, 3.092, -0.674)
S (-0.861, -4.732, 5.087)
H (0.577, -3.589, 3.485)
C (3.158, 3.901, -1.181)
H (3.428, 1.686, -3.726)
C (-1.583, -3.580, 3.075)
H (-1.535, 3.763, 0.004)
N (-1.191, 1.830, -0.249)
S (-0.736, 3.730, -2.172)
O (-1.328, 2.990, -3.245)
H (-0.134, -3.627, -1.598)
C (2.968, 2.365, -3.024)
H (-2.214, -4.205, 2.429)
C (-0.809, -0.490, -0.524)
H (1.308, 4.811, -0.547)
H (-3.140, -3.875, 4.651)
C (-0.441, -1.525, -1.387)
H (-1.968, -2.562, 4.968)
C (-0.259, -4.284, 3.421)
O (-1.472, -2.282, 2.557)
C (-0.830, 0.876, -1.011)
H (-0.716, -4.155, 0.711)
O (-1.013, 5.129, -2.042)
C (-0.418, -2.827, -0.931)
H (-0.541, 1.030, -2.050)
H (0.967, 2.099, -3.794)
H (-1.436, -0.002, 1.463)
C (1.600, 2.583, -3.068)
C (-0.752, -3.129, 0.380)
C (-1.124, -2.106, 1.247)
C (-2.118, -3.537, 4.508)
C (1.792, 4.123, -1.222)
C (1.033, 3.457, -2.163)
H (-0.179, -1.302, -2.410)
H (4.807, 2.848, -2.046)
H (3.767, 4.414, -0.452)
C (-1.148, -0.793, 0.791)
H (0.009, -5.148, 2.817)
C (3.741, 3.020, -2.079)

Number 4 is which compound?
C16H16N2O3S2

Which of these has the lowest strongest force on any atom?
C16H16N2O3S2